[1]
Here is the molecule C4H10S at a distorted geometry from the Open Molecules 2025 dataset. Energies are from ωB97M-V/def2-TZVPD.

Each line ends with the natural charge from an NBO analysis.
Cartesian coordinates (Å):
C1 2.46811 1.09759 -1.14292  -0.623
C2 1.74858 -0.04631 -0.47790  -0.426
C3 0.16890 0.12806 -0.70440  -0.388
C4 -0.33883 -0.03698 0.73916  -0.495
S1 -2.11015 -0.56811 0.86552  -0.057
H1 3.22777 1.04308 -1.92546  0.224
H2 1.78274 1.91729 -1.74551  0.188
H3 2.91286 1.77903 -0.54333  0.211
H4 1.90581 -0.32156 0.57318  0.211
H5 1.98938 -1.02029 -0.98856  0.212
H6 -0.27322 -0.59028 -1.38936  0.200
H7 -0.00457 0.99284 -1.19218  0.200
H8 -0.34819 1.03953 1.05824  0.237
H9 0.22786 -0.80724 1.15380  0.211
H10 -1.93848 -1.79678 0.66714  0.096

The HOMO energy is -8.890 eV. The LUMO energy is 1.1 eV. The net charge is 0.

[2]
Here is the molecule C5H7ClN2O at a distorted geometry from the Open Molecules 2025 dataset. Energies are from ωB97M-V/def2-TZVPD.

Each line ends with the natural charge from an NBO analysis.
Cartesian coordinates (Å):
C1 1.20917 -0.80976 1.05604  -0.203
C2 1.41559 -0.69961 -0.26442  -0.200
C3 0.00006 -0.20823 1.67858  -0.126
C4 0.40398 -0.21155 -1.17090  -0.124
C5 -0.38059 1.53053 0.10442  0.129
N1 -1.65714 -0.34321 -2.00371  -0.388
N2 -0.79078 -0.84814 -1.22016  -0.220
O1 0.06044 1.21208 1.30625  -0.496
Cl1 -2.07858 1.49813 -0.19588  0.047
H1 2.00060 -1.15119 1.70729  0.212
H2 2.39062 -0.92064 -0.67970  0.212
H3 -0.94304 -0.62306 1.31755  0.216
H4 0.02958 -0.21968 2.76628  0.208
H5 0.73181 0.34416 -2.04975  0.207
H6 0.11651 2.36722 -0.36364  0.205
H7 -2.50822 -0.91705 -1.98825  0.320

The HOMO energy (spin up / spin down) is -8.367 / -8.367 eV. The LUMO energy (spin up / spin down) is 0.1 / 0.1 eV. The net charge is 0.

Calculated energy, -15143.4042 -22844.2603 eV (same order as the records).
Calculated energy relative to the best compared isomer or geometry (same formula, charge and spin), 45.3 93.2 kcal per mole (same order as the records).
Calculated molecular weight, 90.191 146.577 g mol⁻¹ (same order as the records).